# 1
# C60H46MnN2P3Si

A molecular structure, C60H46MnN2P3Si (the ωB97M-V functional and the def2-TZVPD basis, the Open Molecules 2025 dataset).

```
! RIJCOSX wB97M-V def2-TZVPD def2/J DEFGRID3
* xyz 2 5
Mn 0.017 -0.027 -0.210
C -5.498 3.098 1.293
C -4.900 3.753 0.229
C -3.588 3.470 -0.122
C -2.873 2.522 0.596
C -3.473 1.869 1.676
C -4.782 2.155 2.023
P -1.132 2.150 0.269
C -0.703 3.043 -1.249
C -1.465 2.805 -2.397
C -1.136 3.418 -3.591
C -0.030 4.260 -3.659
C 0.739 4.485 -2.529
C 0.400 3.886 -1.322
C -0.220 2.871 1.662
C -0.180 4.242 1.906
C 0.419 4.716 3.059
C 0.963 3.825 3.980
C 0.914 2.462 3.741
C 0.322 1.960 2.578
Si 0.159 0.129 2.243
C -1.405 -0.548 2.996
C -1.831 -0.234 4.287
C -3.037 -0.720 4.768
C -3.842 -1.520 3.964
C -3.437 -1.845 2.681
C -2.222 -1.365 2.205
P -1.569 -1.813 0.576
C -2.995 -2.008 -0.524
C -3.898 -0.951 -0.631
C -4.941 -1.014 -1.539
C -5.092 -2.132 -2.351
C -4.198 -3.188 -2.247
C -3.152 -3.128 -1.338
C -0.819 -3.442 0.782
C 0.560 -3.571 0.698
C 1.175 -4.790 0.943
C 0.405 -5.891 1.282
C -0.977 -5.771 1.382
C -1.585 -4.555 1.139
C 1.676 -0.841 2.718
C 1.813 -1.537 3.917
C 2.967 -2.258 4.189
C 4.003 -2.296 3.266
C 3.888 -1.613 2.064
C 2.727 -0.898 1.795
P 2.498 0.021 0.252
C 3.241 1.648 0.512
C 3.607 2.073 1.782
C 4.153 3.336 1.961
C 4.352 4.169 0.872
C 4.014 3.737 -0.406
C 3.460 2.483 -0.583
C 3.507 -0.773 -1.019
C 4.846 -0.425 -1.184
C 5.629 -1.099 -2.108
C 5.083 -2.117 -2.873
C 3.746 -2.464 -2.721
C 2.962 -1.792 -1.798
H -6.520 3.324 1.561
H -5.454 4.493 -0.329
H -3.134 3.995 -0.954
H -2.924 1.142 2.253
H -5.239 1.645 2.858
H -2.326 2.144 -2.360
H -1.740 3.249 -4.470
H 0.219 4.747 -4.590
H 1.592 5.145 -2.577
H 1.002 4.079 -0.443
H -0.626 4.941 1.209
H 0.455 5.778 3.250
H 1.421 4.199 4.883
H 1.353 1.786 4.463
H -1.243 0.423 4.913
H -3.362 -0.466 5.766
H -4.786 -1.885 4.340
H -4.076 -2.451 2.051
H -3.805 -0.073 0.001
H -5.641 -0.195 -1.608
H -5.909 -2.184 -3.054
H -4.320 -4.064 -2.866
H -2.460 -3.958 -1.271
H 1.187 -2.708 0.469
H 2.250 -4.873 0.875
H 0.876 -6.843 1.476
H -1.577 -6.626 1.653
H -2.661 -4.472 1.232
H 1.009 -1.543 4.640
H 3.058 -2.800 5.118
H 4.896 -2.866 3.477
H 4.689 -1.659 1.338
H 3.467 1.426 2.639
H 4.437 3.660 2.950
H 4.789 5.146 1.013
H 4.192 4.373 -1.259
H 3.232 2.151 -1.588
H 5.280 0.374 -0.596
H 6.667 -0.827 -2.225
H 5.698 -2.639 -3.593
H 3.317 -3.251 -3.322
H 1.919 -2.070 -1.698
N 0.089 -0.020 -7.720
C 0.094 -0.061 -6.577
C 0.090 -0.108 -5.138
C -0.848 -0.882 -4.465
C -0.828 -0.887 -3.083
N 0.055 -0.176 -2.370
C 0.951 0.568 -3.031
C 1.013 0.631 -4.407
H -1.579 -1.469 -4.999
H -1.553 -1.478 -2.533
H 1.644 1.144 -2.427
H 1.755 1.246 -4.893
*
```

Computed properties:
- maximum force (eV Å⁻¹) = 0.5
- calculated total energy (hartree) = -4887.715166



# 2
# C34H42BFeN7O5S3

A molecular structure, C34H42BFeN7O5S3 at a distorted geometry (the ωB97M-V functional and the def2-TZVPD basis, the Open Molecules 2025 dataset).

```
! RIJCOSX wB97M-V def2-TZVPD def2/J DEFGRID3
* xyz 0 5
Fe -0.071 0.202 0.295
C 2.283 -0.257 -4.552
C 1.547 -1.307 -3.779
C 1.533 -2.604 -4.140
C 0.873 -3.581 -3.340
N 0.214 -3.231 -2.280
N 0.201 -1.924 -1.925
B -0.678 -1.684 -0.652
N -0.359 -2.760 0.432
N -1.334 -3.574 0.817
C -1.095 -4.383 1.803
C 0.184 -4.434 2.416
C 1.158 -3.571 2.053
C 2.490 -3.501 2.733
C 0.830 -2.644 1.018
S 1.816 -1.332 0.537
C -2.238 -5.243 2.326
C -2.493 -4.861 3.796
C -1.845 -6.724 2.224
C -3.515 -4.992 1.524
N -2.182 -1.516 -1.051
N -2.747 -2.673 -1.437
C -4.002 -2.678 -1.764
C -4.773 -1.488 -1.694
C -4.202 -0.314 -1.361
C -4.963 0.975 -1.338
C -2.805 -0.324 -1.042
S -1.967 1.122 -0.749
C -4.632 -3.987 -2.226
C -5.311 -3.767 -3.586
C -5.683 -4.420 -1.191
C -3.574 -5.078 -2.378
C 0.871 -0.944 -2.562
S 0.986 0.591 -1.885
C 0.940 -5.059 -3.706
C 0.295 -5.255 -5.085
C 0.211 -5.920 -2.677
C 2.416 -5.483 -3.754
H 2.702 -0.672 -5.468
H 3.087 0.160 -3.941
H 1.620 0.575 -4.798
H 2.063 -2.912 -5.036
H 0.366 -5.138 3.221
H 2.559 -4.249 3.522
H 2.635 -2.507 3.163
H 3.301 -3.654 2.017
H -1.626 -5.074 4.428
H -3.338 -5.439 4.181
H -2.727 -3.795 3.880
H -0.983 -6.968 2.853
H -1.603 -6.994 1.191
H -2.682 -7.347 2.553
H -3.747 -3.924 1.486
H -4.347 -5.519 2.000
H -3.416 -5.358 0.499
H -5.832 -1.516 -1.932
H -6.025 0.796 -1.505
H -4.588 1.648 -2.112
H -4.822 1.485 -0.383
H -6.134 -3.048 -3.529
H -5.725 -4.713 -3.944
H -4.592 -3.406 -4.328
H -6.475 -3.672 -1.087
H -5.225 -4.570 -0.209
H -6.146 -5.359 -1.504
H -2.931 -4.871 -3.239
H -4.065 -6.042 -2.539
H -2.933 -5.141 -1.498
H -0.750 -4.930 -5.074
H 0.321 -6.313 -5.361
H 0.819 -4.693 -5.865
H -0.833 -5.624 -2.576
H 0.672 -5.830 -1.689
H 0.256 -6.967 -2.991
H 2.982 -4.918 -4.500
H 2.488 -6.544 -4.011
H 2.892 -5.335 -2.780
O 1.780 0.386 6.294
C 1.262 0.415 5.039
C 0.129 -0.320 4.686
C -0.292 -0.243 3.375
N 0.350 0.496 2.492
C 1.398 1.233 2.824
C 1.904 1.221 4.104
C 1.891 2.061 1.641
O 2.886 2.752 1.759
O 1.108 1.925 0.617
C -1.502 -0.925 2.752
O -2.260 -1.604 3.430
O -1.598 -0.667 1.486
H 1.243 -0.185 6.851
H -0.418 -0.926 5.402
H 2.768 1.817 4.370
*
```

Computed properties:
- maximum force (eV Å⁻¹) = 2.1
- ΔE to the lowest compared entry with this formula, charge and spin (kcal per mole) = 16.9